1.
{"formula": "C3H2CoO2", "method": "wB97M-V/def2-TZVPD", "relative_energy_kcal_mol": 9.71, "mol_weight_da": 128.98, "s2": 6.01, "spin_multiplicity": 5, "e_tot_ha": -1648.2491, "gap_ev": [7.788, 7.409], "total_charge": 1, "homo_ev": [-13.9, -13.9], "species": ["Co", "O", "O", "C", "C", "C", "H", "H"], "coordinates": [[0.979172, 1.457190, 1.303467], [-0.035356, 1.147667, -0.419819], [-0.755854, 0.031101, -2.173668], [0.030786, -0.176148, 1.558873], [0.113249, -1.374983, 1.887960], [-0.008653, 0.925568, -1.632632], [-0.749884, 0.099065, -3.141512], [0.426539, -2.109460, 2.617331]], "atomic_forces_ev_per_a": [[-1.02, -1.03, -0.38], [0.50, 0.73, -2.90], [-0.06, 0.19, -0.27], [0.87, -2.41, 1.84], [0.57, 2.94, 0.33], [-0.38, 0.19, 2.20], [0.10, -0.16, -0.14], [-0.58, -0.44, -0.68]], "mulliken_charge": [0.687, -0.369, -0.273, -0.247, 0.044, 0.383, 0.420, 0.353]}

=====

2.
{"formula": "C24H24MnN4O4S3", "method": "wB97M-V/def2-TZVPD", "relative_energy_kcal_mol": 0.00, "mol_weight_da": 583.62, "s2": 8.75, "spin_multiplicity": 6, "e_tot_ha": -3794.6757, "gap_ev": [8.090, 8.309], "homo_ev": [-8.1, -8.4], "species": ["Mn", "S", "S", "S", "O", "O", "O", "O", "N", "N", "N", "N", "C", "C", "C", "C", "C", "C", "C", "C", "C", "C", "C", "C", "C", "C", "C", "C", "C", "C", "C", "C", "C", "C", "C", "C", "H", "H", "H", "H", "H", "H", "H", "H", "H", "H", "H", "H", "H", "H", "H", "H", "H", "H", "H", "H", "H", "H", "H", "H"], "coordinates": [[-0.251093, -0.532932, -0.331092], [1.123169, 4.347537, 0.132373], [2.130141, 0.951489, -0.730234], [1.792019, 1.555695, 2.680697], [-0.992260, 1.038319, -1.474129], [-2.714737, 1.830272, -2.674213], [0.830505, -2.188590, 3.423565], [2.216068, -3.529245, 1.399133], [-1.261224, 0.018521, 1.617277], [0.917666, -2.045128, -1.537336], [-2.188086, -1.332821, -1.196540], [0.641591, -1.825344, 1.124724], [-2.232237, 0.535108, 4.146238], [-2.822693, -0.406840, -1.919655], [-2.135560, 0.956695, -2.052463], [1.540149, -2.774226, 0.730331], [1.668981, -2.855161, -0.788893], [-0.758780, -0.622306, 2.674335], [-1.216758, -0.386771, 3.961899], [-3.963201, -2.861901, -1.607383], [0.073944, 3.255662, 1.147541], [0.677873, 2.975916, 2.518555], [-4.047577, -0.652857, -2.519853], [-2.240147, 0.905495, 1.794703], [-2.744322, -2.533769, -1.041609], [-4.624160, -1.901242, -2.360517], [0.348449, -1.648778, 2.452314], [-2.759617, 1.193713, 3.043716], [2.664529, -3.820110, -2.727252], [2.262864, 2.503011, -1.669054], [1.137782, 3.507000, -1.468103], [3.444468, 1.039537, 0.505613], [3.238132, 1.990940, 1.676525], [1.022990, -2.102260, -2.864189], [2.556295, -3.761602, -1.349087], [1.883373, -2.975809, -3.503365], [-2.612109, 0.740187, 5.138924], [0.396503, -1.417455, -3.424710], [3.136554, 3.018818, 1.337249], [-2.602108, 1.403133, 0.901565], [-0.761709, -0.931054, 4.776700], [3.133497, -4.389937, -0.686428], [-0.097160, 2.336892, 0.591751], [2.281037, 2.207767, -2.719746], [-5.579870, -2.125914, -2.816217], [4.375959, 1.272676, -0.014739], [-4.381280, -3.847345, -1.457740], [-4.508685, 0.140375, -3.090246], [4.116704, 1.929890, 2.321803], [3.350687, -4.515066, -3.193732], [-0.124541, 2.721536, 3.216749], [-0.887420, 3.756654, 1.276245], [-3.553708, 1.920235, 3.145014], [3.527212, 0.012791, 0.868902], [1.937616, -2.987187, -4.582832], [-2.187568, -3.246112, -0.443288], [3.232586, 2.942608, -1.431104], [0.168944, 3.038893, -1.638859], [1.166704, 3.867174, 2.916565], [1.253620, 4.303225, -2.206400]], "atomic_forces_ev_per_a": [[-0.04, 0.08, -0.02], [0.02, -0.02, 0.00], [0.01, -0.01, 0.00], [-0.01, 0.01, -0.02], [0.02, -0.01, 0.01], [0.02, 0.00, 0.01], [-0.02, -0.04, 0.03], [-0.01, 0.01, -0.02], [0.02, -0.05, -0.01], [0.03, 0.00, -0.02], [0.00, 0.02, 0.01], [-0.04, -0.03, 0.08], [0.00, -0.01, 0.02], [0.00, 0.01, 0.01], [-0.03, -0.06, -0.02], [0.03, 0.03, 0.04], [0.00, -0.02, -0.02], [-0.03, 0.00, 0.03], [0.00, 0.00, 0.00], [0.01, 0.00, 0.01], [0.00, 0.04, -0.02], [0.02, -0.02, 0.03], [0.01, 0.00, 0.00], [0.00, 0.02, 0.01], [-0.01, -0.01, -0.01], [0.00, 0.01, -0.01], [0.08, 0.06, -0.09], [0.00, 0.01, -0.02], [0.01, -0.01, 0.01], [0.00, -0.02, -0.02], [-0.03, 0.03, 0.04], [-0.01, 0.00, -0.03], [-0.02, -0.03, 0.01], [0.00, -0.01, -0.01], [0.00, 0.01, 0.00], [-0.02, 0.02, -0.01], [0.00, 0.00, 0.00], [0.00, 0.00, 0.00], [-0.01, 0.02, -0.01], [0.00, 0.00, 0.00], [0.00, 0.00, 0.00], [0.00, 0.00, 0.00], [0.00, 0.01, 0.00], [0.02, 0.00, 0.00], [0.00, 0.00, 0.00], [0.01, 0.00, 0.01], [0.00, 0.00, 0.00], [0.00, 0.00, 0.00], [0.00, 0.01, 0.00], [0.00, 0.00, 0.00], [0.01, 0.00, 0.00], [-0.01, -0.01, 0.01], [0.00, 0.00, 0.00], [-0.01, 0.00, 0.00], [0.01, -0.01, 0.00], [0.00, 0.00, 0.00], [0.00, 0.00, 0.01], [0.00, 0.01, 0.00], [-0.01, 0.00, 0.00], [0.00, -0.01, 0.00]], "mulliken_charge": [0.214, -0.230, 0.413, -0.035, -0.294, -0.753, -0.679, -0.690, 0.634, 0.451, 0.350, 0.478, -0.484, 0.332, 0.281, 0.143, 0.293, 0.159, -0.527, -0.805, 0.396, -0.775, -0.697, -0.486, -0.512, -0.309, 0.006, -0.773, -0.390, -1.023, -0.194, -0.983, -0.767, -0.521, -0.619, -0.794, 0.414, 0.484, 0.277, 0.432, 0.567, 0.559, -0.734, 0.491, 0.430, 0.534, 0.422, 0.545, 0.506, 0.431, 0.264, 0.571, 0.450, 0.323, 0.421, 0.501, 0.393, -0.149, 0.554, 0.505]}

=====

3.
{"formula": "C25H19BrF2N2ORuTe", "method": "wB97M-V/def2-TZVPD", "relative_energy_kcal_mol": 2.82, "mol_weight_da": 710.01, "e_tot_ha": -4284.9008, "gap_ev": [5.187, 5.190], "total_charge": 2, "homo_ev": [-13.9, -13.9], "species": ["Te", "Ru", "Br", "F", "F", "O", "N", "N", "C", "C", "C", "C", "C", "C", "C", "C", "C", "C", "C", "C", "C", "C", "C", "C", "C", "C", "C", "C", "C", "C", "C", "C", "C", "H", "H", "H", "H", "H", "H", "H", "H", "H", "H", "H", "H", "H", "H", "H", "H", "H", "H", "H"], "coordinates": [[1.978703, 0.982367, -0.575630], [0.008225, -0.518625, 0.474461], [0.195607, -2.024610, 7.672348], [-2.373010, 0.679251, 0.506665], [-0.838374, 2.152220, 0.958616], [1.103242, -0.585795, 1.927301], [-1.305455, -1.863460, 1.389442], [-0.718008, -1.545798, -1.133839], [2.648354, 3.387935, -3.943655], [-0.504040, -1.969870, 4.935147], [-1.021566, -1.953743, -3.471535], [0.449544, -1.605453, 5.871328], [1.812702, -0.648386, 4.135064], [-2.625156, -2.834878, -1.902529], [-3.364266, -3.151236, 0.777351], [0.833719, -0.965641, 3.201333], [-0.337638, -1.642513, 3.588173], [-1.315702, -2.138521, 2.642973], [2.749668, 4.953871, -1.649543], [2.211125, 2.871963, -2.729644], [1.650066, 1.474569, -2.632700], [-4.153058, -3.700539, -0.253464], [-2.176263, -2.651879, -3.228088], [3.129759, 4.685669, -4.007968], [-3.793463, -3.557206, -1.564359], [-0.320935, -1.408365, -2.396167], [-1.856372, -2.276877, -0.870087], [2.260742, 3.654371, -1.583011], [1.750036, 3.088731, -0.282886], [3.179923, 5.467894, -2.862269], [-1.234633, 0.898721, 1.204347], [-2.224442, -2.455691, 0.473826], [1.610760, -0.946484, 5.467849], [-2.064141, -2.820543, 3.038031], [-0.645662, -1.807045, -4.473370], [3.476944, 5.083890, -4.951437], [-5.049205, -4.245176, 0.008199], [-4.392028, -3.990604, -2.354679], [0.583165, 1.443521, -2.859170], [2.620441, 2.775744, -4.836619], [2.359386, -0.682884, 6.202243], [2.798399, 5.561966, -0.754971], [-2.747523, -3.075980, -4.044860], [-3.689340, -3.287727, 1.800063], [2.358632, 3.371594, 0.572765], [2.715000, -0.154781, 3.800426], [3.566120, 6.476714, -2.910829], [2.187926, 0.765316, -3.258998], [0.707874, 3.321936, -0.085740], [-1.401300, 0.780216, 2.279344], [-1.383494, -2.516955, 5.249964], [0.589009, -0.851196, -2.559215]], "atomic_forces_ev_per_a": [[0.21, -0.02, -0.17], [-0.03, -0.01, -0.07], [-0.02, -0.02, 0.05], [-0.02, 0.00, -0.04], [-0.01, -0.01, 0.05], [0.06, -0.03, -0.01], [-0.11, 0.04, 0.10], [-0.06, 0.11, 0.11], [0.01, 0.00, 0.00], [0.02, 0.01, 0.07], [0.02, 0.01, 0.04], [0.00, 0.01, -0.07], [-0.06, -0.01, -0.01], [-0.03, -0.03, -0.03], [-0.05, -0.01, 0.00], [0.02, -0.06, -0.02], [-0.05, -0.02, -0.12], [0.17, 0.04, 0.02], [0.01, 0.00, -0.01], [-0.01, -0.03, -0.14], [-0.02, 0.00, 0.01], [0.02, 0.00, -0.02], [0.00, -0.01, 0.00], [0.00, 0.00, -0.02], [-0.01, 0.00, 0.02], [0.07, -0.08, -0.01], [0.03, 0.00, 0.00], [0.00, 0.14, 0.10], [0.01, -0.04, 0.09], [0.00, 0.00, 0.02], [-0.27, 0.08, -0.01], [0.08, 0.03, 0.05], [-0.01, -0.02, 0.06], [0.00, -0.01, 0.01], [0.00, -0.01, 0.00], [0.00, 0.00, 0.00], [0.00, 0.00, 0.00], [-0.01, 0.00, 0.01], [0.00, -0.03, 0.01], [0.00, 0.00, 0.00], [0.01, 0.00, 0.00], [0.00, 0.00, 0.00], [0.00, 0.00, 0.00], [0.01, 0.01, 0.00], [-0.01, 0.03, 0.00], [0.00, -0.01, 0.01], [0.00, 0.00, 0.00], [-0.01, 0.01, -0.02], [0.04, 0.00, -0.04], [0.01, -0.09, 0.01], [0.00, 0.00, 0.00], [-0.02, 0.02, -0.01]], "mulliken_charge": [0.433, 0.713, -0.088, -0.210, -0.285, -0.450, 0.219, 0.058, -0.832, -0.678, -1.050, -0.308, -0.688, 1.140, -0.783, 0.547, 0.098, 0.244, -0.793, 0.581, -0.980, -1.096, -0.390, -0.592, -0.900, -0.315, 0.695, 0.502, -0.966, -0.600, 0.233, 0.169, -0.418, 0.325, 0.439, 0.421, 0.426, 0.452, 0.527, 0.436, 0.459, 0.450, 0.490, 0.368, 0.592, 0.510, 0.411, 0.639, 0.438, 0.282, 0.504, 0.625]}